ORCA calculation (the ωB97M-V functional and the def2-TZVPD basis) on a structure of composition C57H83N3O3P3SSiTi.

Positions of all 152 atoms, in Å:
Ti  0.77573  -0.40061  -0.08579
C  1.34503  4.62789  2.56931
C  1.45343  3.72099  1.34591
C  2.32093  4.38229  0.28501
P  1.86613  1.88729  1.68391
C  3.75963  1.98529  1.81691
C  4.51363  2.86609  2.80821
C  4.29393  0.56039  1.90391
C  1.03743  1.90209  3.31481
C  1.59893  2.17929  4.55361
C  0.82203  2.17169  5.69651
C  -0.52307  1.85609  5.60891
C  -1.06787  1.52479  4.38071
C  -0.31327  1.54369  3.21581
Si  -0.97447  1.05089  1.44691
C  -1.64977  2.85979  0.96761
C  -1.87587  3.83189  1.94251
C  -2.33077  5.10029  1.63481
C  -2.55967  5.44149  0.31441
C  -2.32567  4.50509  -0.67679
C  -1.89567  3.21679  -0.36609
P  -1.58807  1.92189  -1.63009
C  -3.38847  1.44819  -2.01919
C  -4.30837  2.54079  -2.55829
C  -4.00887  0.84829  -0.76809
C  -1.29537  2.92879  -3.21769
C  -0.04387  3.78699  -3.09799
C  -1.14227  1.89749  -4.33699
C  -2.72917  0.43389  2.10641
C  -3.77257  1.29989  2.43191
C  -4.97027  0.85779  2.95761
C  -5.16227  -0.49711  3.17131
C  -4.15407  -1.37981  2.83981
C  -2.94577  -0.93041  2.30501
P  -1.57467  -2.07671  1.88111
C  -1.01457  -2.40941  3.68051
C  -0.45697  -3.82031  3.82921
C  -1.99577  -2.12311  4.81181
C  -2.59427  -3.63241  1.44871
C  -3.63977  -3.26231  0.39511
C  -1.66747  -4.68201  0.83871
H  1.18323  5.65559  2.23921
H  2.23913  4.60569  3.18591
H  0.50233  4.34209  3.18811
H  0.44973  3.64159  0.91841
H  3.30853  4.63949  0.66421
H  1.84053  5.30049  -0.05799
H  2.42063  3.71709  -0.56259
H  3.98353  2.35399  0.80511
H  4.45433  2.45499  3.81251
H  4.13833  3.88549  2.81521
H  5.56923  2.89599  2.52481
H  4.16843  0.18999  2.91881
H  5.35323  0.51959  1.63851
H  3.72733  -0.08331  1.22661
H  2.64913  2.40429  4.64481
H  1.26203  2.41719  6.65921
H  -1.14537  1.86429  6.49911
H  -2.11377  1.25169  4.33271
H  -1.67847  3.58789  2.97741
H  -2.50167  5.82819  2.42211
H  -2.92107  6.43279  0.05891
H  -2.47117  4.80459  -1.70519
H  -3.29237  0.64949  -2.76309
H  -4.27037  3.42429  -1.92439
H  -5.33737  2.17849  -2.56179
H  -4.05767  2.82069  -3.57829
H  -4.14587  1.61769  -0.01129
H  -3.36717  0.07059  -0.36119
H  -4.98297  0.40669  -0.98849
H  -2.13567  3.58989  -3.44609
H  0.06693  4.43649  -3.97079
H  -0.08037  4.40889  -2.20499
H  0.82613  3.14489  -3.02939
H  -0.56387  1.04759  -3.97469
H  -0.63237  2.32199  -5.20409
H  -2.11247  1.52579  -4.66329
H  -3.64187  2.36089  2.28391
H  -5.74847  1.56479  3.21991
H  -6.08737  -0.85961  3.60381
H  -4.31637  -2.43111  3.02771
H  -0.19207  -1.68881  3.78611
H  -1.26067  -4.55701  3.83391
H  0.09463  -3.92241  4.76611
H  0.21533  -4.04701  3.00851
H  -2.85207  -2.79451  4.78241
H  -2.35107  -1.09921  4.76791
H  -1.49137  -2.25931  5.77051
H  -3.08567  -4.05291  2.33541
H  -3.14177  -2.76451  -0.43679
H  -4.40367  -2.59341  0.78221
H  -4.12737  -4.16441  0.01731
H  -1.06347  -4.22461  0.05741
H  -2.24537  -5.49861  0.39741
H  -0.98947  -5.11231  1.56831
C  -3.70697  -1.69971  -4.62699
C  -2.99107  -2.39121  -3.46569
N  -1.57927  -2.52261  -3.68399
C  -1.14967  -3.45511  -4.69709
C  -0.52527  -2.73381  -5.89329
C  -0.65527  -2.18391  -2.69899
S  -1.23427  -1.22071  -1.35559
N  0.54643  -2.61651  -2.88929
C  1.60103  -2.41441  -2.05579
O  1.54163  -1.61511  -1.03319
C  2.81643  -3.07751  -2.40839
C  3.01383  -3.65831  -3.68529
C  4.20393  -4.24841  -4.02599
C  5.26393  -4.31321  -3.12149
C  5.08003  -3.77521  -1.84979
C  3.89763  -3.17741  -1.50099
H  -4.74907  -1.52291  -4.36699
H  -3.66987  -2.30941  -5.52849
H  -3.23547  -0.74421  -4.83889
H  -3.45337  -3.37731  -3.29299
H  -3.10477  -1.79151  -2.56299
H  -2.01097  -4.05751  -5.01099
H  -0.38917  -4.11291  -4.26279
H  -1.23887  -2.06401  -6.36879
H  -0.16807  -3.44691  -6.63399
H  0.31653  -2.14901  -5.53559
H  2.20243  -3.60661  -4.39479
H  4.32813  -4.66321  -5.02129
H  6.20653  -4.76291  -3.40899
H  5.88373  -3.82941  -1.12079
H  3.77393  -2.79261  -0.49839
O  1.22443  -3.87331  0.41401
C  1.75653  -3.21801  1.28341
C  2.82993  -3.80741  2.23521
C  2.94223  -2.75321  3.31771
C  2.11523  -1.58331  2.73611
O  2.04413  -0.49381  3.28881
N  1.50583  -1.92341  1.59851
H  3.75403  -3.92321  1.66301
H  2.51793  -4.79411  2.58421
H  3.96343  -2.41451  3.50801
H  2.50273  -3.06231  4.27111
C  2.37833  0.49519  -3.42009
C  2.88523  1.02749  -2.06029
C  4.01913  0.11619  -1.56919
C  3.55333  2.38889  -2.35809
C  1.73463  1.06259  -1.06439
H  3.22013  0.26239  -4.07499
H  1.75473  1.23849  -3.91269
H  1.79183  -0.40891  -3.27429
H  4.65663  -0.19401  -2.39669
H  3.59473  -0.76441  -1.10209
H  4.63803  0.63629  -0.84159
H  4.30203  2.25799  -3.14319
H  4.06623  2.77269  -1.47819
H  2.83633  3.13149  -2.69919
H  1.13513  1.98549  -1.19209

Properties
Total energy, a.u.: -5173.0335
Multiplicity: 2
Relative energy (zero: lowest compared OMol25 entry of this formula, charge and spin), kcal/mol: 37.05
Net charge: -2
Highest occupied orbital energy (spin up / spin down), eV: -0.078 / -0.912